1 | This record from the OMol25 dataset describes a structure of composition C17H22N7O5S2V. The level of theory is the ωB97M-V functional and the def2-TZVPD basis.

Summary:
**Lowest unoccupied orbital energy (alpha / beta)**: -0.59 / -0.46 eV
**Multiplicity**: 3
**⟨S²⟩**: 2.0191
**Total charge**: 0

The geometry in XYZ format:
```
54
Properties=species:S:1:pos:R:3:nbo_charge:R:1
V 1.47 0.66 -0.15 1.272
N 3.15 -0.12 1.04 -0.835
C 2.82 0.11 2.47 -0.310
C 1.68 1.11 2.58 0.674
O 1.00 1.17 3.63 -0.718
N 1.51 1.84 1.48 -0.701
C 0.46 2.85 1.44 -0.359
C -0.69 2.36 0.56 0.789
O -1.83 2.74 0.72 -0.644
O -0.32 1.47 -0.33 -0.795
H 3.34 -1.11 0.87 0.413
H 3.98 0.38 0.78 0.393
H 3.67 0.51 3.02 0.220
H 2.51 -0.81 2.94 0.237
H 0.86 3.74 0.95 0.230
H 0.10 3.13 2.43 0.230
O 2.65 1.47 -1.36 -0.572
N 3.53 1.67 -2.27 0.111
C 4.23 0.64 -2.64 -0.121
C 4.03 -0.65 -2.05 0.308
N 3.84 -1.64 -1.50 -0.342
C 5.22 0.81 -3.66 0.262
N 6.04 0.90 -4.46 -0.270
O 1.33 -0.17 -3.59 -0.968
S 0.73 -0.69 -2.34 1.314
C 0.79 -2.50 -2.41 -0.602
C -0.38 -2.88 -3.31 -0.412
C -1.56 -2.09 -2.75 -0.413
C -1.08 -0.66 -2.52 -0.608
H 0.67 -2.87 -1.40 0.249
H 1.78 -2.75 -2.79 0.259
H -0.55 -3.95 -3.29 0.224
H -0.17 -2.59 -4.34 0.220
H -1.87 -2.52 -1.79 0.222
H -2.42 -2.11 -3.42 0.222
H -1.50 -0.18 -1.64 0.270
H -1.22 0.00 -3.38 0.252
C -2.39 1.73 3.85 -0.682
C -2.44 0.72 2.76 0.374
C -3.57 0.39 2.05 -0.315
C -3.45 -0.52 1.00 0.338
N -2.29 -1.08 0.67 -0.497
C -1.21 -0.75 1.35 0.358
S 0.35 -1.40 0.96 -0.268
N -1.30 0.11 2.41 -0.547
C -4.63 -0.86 0.15 -0.658
H -2.66 2.70 3.43 0.267
H -1.39 1.80 4.27 0.257
H -3.10 1.47 4.63 0.240
H -4.52 0.86 2.28 0.236
H -0.44 0.36 2.92 0.476
H -5.55 -0.87 0.72 0.227
H -4.47 -1.82 -0.33 0.241
H -4.73 -0.10 -0.63 0.250
```

---

2 | This record from the OMol25 dataset describes a structure of composition C17H22N7O5S2V. The level of theory is the ωB97M-V functional and the def2-TZVPD basis.

Summary:
**Lowest unoccupied orbital energy (alpha / beta)**: -0.32 / -0.57 eV
**Multiplicity**: 3
**⟨S²⟩**: 2.0164
**Total charge**: 0

The geometry in XYZ format:
```
54
Properties=species:S:1:pos:R:3:nbo_charge:R:1
V -0.03 -0.86 -0.11 1.324
N 1.21 -0.49 -1.86 -0.823
C 0.23 -0.38 -2.98 -0.306
C -1.13 0.15 -2.47 0.642
O -1.68 1.09 -3.05 -0.674
N -1.53 -0.54 -1.39 -0.706
C -2.76 -0.23 -0.65 -0.350
C -2.38 0.10 0.82 0.793
O -2.91 1.00 1.43 -0.630
O -1.39 -0.65 1.28 -0.777
H 1.65 0.41 -1.68 0.401
H 1.94 -1.16 -2.05 0.401
H 0.05 -1.38 -3.37 0.224
H 0.58 0.27 -3.79 0.207
H -3.39 -1.12 -0.61 0.215
H -3.31 0.60 -1.10 0.232
O 0.03 -2.64 -0.43 -0.547
N -0.12 -3.71 -1.14 0.064
C -0.96 -4.56 -0.66 -0.103
C -1.72 -4.38 0.55 0.272
N -2.34 -4.24 1.52 -0.299
C -1.09 -5.81 -1.38 0.258
N -1.20 -6.81 -1.93 -0.278
O 0.22 1.30 -0.02 -0.979
S -0.83 2.40 -0.37 1.272
C 0.06 3.56 -1.45 -0.595
C 0.23 4.88 -0.67 -0.409
C -0.86 4.90 0.40 -0.413
C -0.80 3.51 1.04 -0.598
H -0.54 3.66 -2.35 0.257
H 1.00 3.07 -1.70 0.242
H 0.17 5.74 -1.34 0.226
H 1.21 4.90 -0.20 0.211
H -1.84 5.05 -0.06 0.213
H -0.72 5.68 1.14 0.232
H -1.64 3.25 1.68 0.275
H 0.14 3.32 1.56 0.241
C -0.55 -4.01 4.22 -0.673
C 0.51 -3.86 3.18 0.347
C 1.15 -4.88 2.53 -0.354
C 2.10 -4.55 1.55 0.340
N 2.42 -3.30 1.23 -0.486
C 1.77 -2.31 1.86 0.312
S 1.98 -0.65 1.50 -0.175
N 0.86 -2.61 2.83 -0.529
C 2.79 -5.62 0.77 -0.657
H -0.49 -5.00 4.67 0.238
H -1.53 -3.89 3.75 0.284
H -0.44 -3.25 5.00 0.233
H 0.92 -5.91 2.77 0.239
H 0.35 -1.81 3.20 0.451
H 2.64 -6.61 1.19 0.220
H 3.85 -5.40 0.70 0.246
H 2.40 -5.61 -0.25 0.252
```

---

Relative stability in eV, measured from the most stable structure: 1 0.000; 2 0.468

---

1 | This record from the OMol25 dataset describes a structure of composition H28NeO14. The level of theory is the ωB97M-V functional and the def2-TZVPD basis.

Summary:
**Lowest unoccupied orbital energy**: -0.94 eV
**Multiplicity**: 1
**Total charge**: 0

The geometry in XYZ format:
```
43
Properties=species:S:1:pos:R:3:nbo_charge:R:1
Ne -0.08 -0.36 0.20 -0.001
O 1.73 -0.35 2.56 -0.949
H 1.14 0.40 2.61 0.492
H 2.12 -0.41 3.43 0.492
O -1.62 -3.07 0.73 -0.987
H -2.15 -3.76 1.13 0.479
H -2.20 -2.32 0.68 0.508
O 3.15 0.63 0.58 -0.984
H 4.01 0.78 0.97 0.487
H 2.67 0.13 1.24 0.502
O -3.22 -0.75 0.35 -0.956
H -2.73 -0.27 -0.32 0.484
H -3.35 -0.12 1.05 0.488
O 0.18 2.12 3.12 -0.964
H 1.10 2.11 3.37 0.489
H -0.26 2.56 3.85 0.493
O -0.76 -3.64 -1.84 -0.968
H -0.85 -2.75 -2.20 0.473
H -0.68 -3.51 -0.90 0.480
O -1.30 -0.87 -2.99 -0.986
H -1.58 -1.08 -3.88 0.484
H -1.70 -0.02 -2.81 0.504
O 1.40 -1.19 -3.64 -0.981
H 2.03 -0.91 -2.97 0.483
H 0.58 -1.28 -3.16 0.475
O 1.52 2.75 -0.40 -0.974
H 1.79 2.76 -1.32 0.481
H 1.90 1.95 -0.04 0.494
O -1.37 2.95 -0.33 -1.003
H -0.42 2.81 -0.24 0.498
H -1.73 2.71 0.52 0.478
O -2.22 1.97 -2.79 -0.982
H -1.46 2.34 -3.25 0.472
H -2.12 2.29 -1.89 0.503
O -2.34 1.88 1.93 -0.950
H -2.75 2.69 2.23 0.479
H -1.49 1.86 2.38 0.492
O 0.89 -3.15 2.29 -0.972
H 1.13 -2.23 2.17 0.469
H 0.18 -3.30 1.67 0.489
O 3.36 -0.98 -1.58 -0.968
H 4.31 -0.95 -1.68 0.468
H 3.19 -0.44 -0.80 0.485
```

---

2 | This record from the OMol25 dataset describes a structure of composition H28NeO14. The level of theory is the ωB97M-V functional and the def2-TZVPD basis.

Summary:
**Lowest unoccupied orbital energy**: -0.46 eV
**Multiplicity**: 1
**Total charge**: 0

The geometry in XYZ format:
```
43
Properties=species:S:1:pos:R:3:nbo_charge:R:1
Ne -0.19 0.28 0.23 -0.001
O 2.55 1.08 -1.05 -1.005
H 2.18 1.96 -1.06 0.496
H 3.10 1.06 -0.27 0.487
O 2.75 -3.12 -0.59 -0.941
H 2.05 -3.77 -0.65 0.481
H 2.34 -2.37 -0.17 0.461
O -2.04 -3.22 -0.19 -0.981
H -2.73 -3.87 -0.04 0.485
H -1.44 -3.64 -0.81 0.508
O -0.68 -0.30 3.34 -0.956
H -0.15 -0.75 2.69 0.490
H -0.05 -0.02 4.01 0.476
O -1.17 3.81 -2.37 -0.956
H -1.82 4.31 -1.88 0.465
H -1.41 2.89 -2.24 0.499
O 1.22 3.44 -1.12 -0.990
H 0.33 3.73 -1.30 0.495
H 1.29 3.45 -0.16 0.486
O -2.84 -0.57 -0.11 -0.984
H -2.53 -1.47 -0.17 0.504
H -3.22 -0.51 0.77 0.477
O 0.22 -3.25 -2.10 -0.970
H -0.55 -3.50 -2.63 0.450
H 0.11 -2.31 -1.95 0.504
O 1.07 3.04 1.68 -0.969
H 0.16 2.75 1.72 0.502
H 1.46 2.69 2.48 0.462
O 3.73 0.45 1.39 -0.929
H 3.31 0.97 2.08 0.466
H 3.39 -0.44 1.51 0.478
O 0.48 -0.61 -2.14 -0.997
H -0.31 -0.07 -2.22 0.481
H 1.10 -0.05 -1.67 0.515
O -1.87 1.07 -2.17 -0.981
H -2.12 0.48 -1.46 0.510
H -2.48 0.87 -2.88 0.483
O 0.38 -3.38 1.47 -0.959
H -0.52 -3.31 1.18 0.484
H 0.32 -3.66 2.38 0.467
O -1.58 2.26 2.13 -0.970
H -1.40 1.45 2.60 0.495
H -2.45 2.13 1.75 0.480
```

---

Relative stability in eV, measured from the most stable structure: 1 0.170; 2 0.000

---

1 | This record from the OMol25 dataset describes the ion C3H5BrN3 with charge +1. The level of theory is the ωB97M-V functional and the def2-TZVPD basis.

Summary:
**Lowest unoccupied orbital energy**: -4.53 eV
**Multiplicity**: 1
**SMILES**: C[n+]1[nH]cnc1Br
**Total charge**: +1

The geometry in XYZ format:
```
12
Properties=species:S:1:pos:R:3:nbo_charge:R:1
C -1.28 -0.49 1.96 0.281
C -0.09 1.17 1.59 0.347
C 0.69 0.84 -0.65 -0.451
N -0.85 0.61 2.51 -0.432
N -0.75 -0.70 0.75 -0.344
N 0.09 0.46 0.51 -0.155
Br 0.23 3.01 1.76 0.243
H -2.00 -1.10 2.46 0.259
H 0.14 1.80 -0.89 0.247
H 1.79 1.16 -0.58 0.271
H 0.46 0.29 -1.46 0.250
H -0.89 -1.54 0.10 0.482
```

---

2 | This record from the OMol25 dataset describes a cluster of 2 separate species, C3H5BrN3 in total. The level of theory is the ωB97M-V functional and the def2-TZVPD basis.

Summary:
**Lowest unoccupied orbital energy (alpha / beta)**: -8.59 / -8.60 eV
**Multiplicity**: 1
**Total charge**: +1

The geometry in XYZ format:
```
12
Properties=species:S:1:pos:R:3:nbo_charge:R:1
C 1.59 -0.61 1.17 0.272
C 1.11 0.44 -0.56 0.538
C -1.41 0.13 -0.46 -0.438
N 2.17 0.02 0.14 -0.439
N 0.27 -0.53 1.08 -0.311
N -0.05 0.14 -0.03 -0.213
Br 0.16 1.70 -3.42 0.115
H 2.12 -1.02 1.91 0.243
H -2.01 0.52 0.42 0.236
H -1.56 0.92 -1.17 0.274
H -1.81 -0.81 -0.72 0.248
H -0.57 -0.91 1.66 0.475
```

---

Relative stability in eV, measured from the most stable structure: 1 0.000; 2 4.163

---

1 | This record from the OMol25 dataset describes a cluster of 2 separate species, C25H30ClN3O6S in total. The level of theory is the ωB97M-V functional and the def2-TZVPD basis.

Summary:
**Lowest unoccupied orbital energy**: -0.79 eV
**Multiplicity**: 1
**Total charge**: 0

The geometry in XYZ format:
```
66
Properties=species:S:1:pos:R:3:nbo_charge:R:1
C -2.96 4.31 -4.61 -0.258
O -3.38 3.01 -4.12 -0.487
C -2.67 2.49 -3.08 0.358
C -2.95 1.15 -2.70 -0.274
C -2.15 0.54 -1.75 -0.140
C -1.05 1.21 -1.16 -0.066
C -0.15 0.51 -0.27 -0.030
C 1.16 0.88 -0.06 -0.300
C 1.85 0.64 1.24 -0.256
N 1.79 1.81 2.28 -0.206
C 3.22 2.16 2.75 -0.237
C 3.17 3.28 3.76 -0.265
N 1.76 3.67 4.05 -0.384
C 1.11 4.14 2.80 -0.263
C 1.11 3.07 1.74 -0.248
C 1.03 2.48 4.57 -0.266
C 1.01 1.37 3.54 -0.240
C 2.00 1.32 -1.25 0.555
C 3.33 1.99 -0.97 -0.721
O 1.65 1.11 -2.41 -0.545
C -0.89 2.59 -1.46 -0.161
C -1.67 3.22 -2.40 -0.320
H -3.58 4.46 -5.49 0.208
H -3.16 5.09 -3.86 0.180
H -1.89 4.32 -4.88 0.187
H -3.77 0.65 -3.20 0.234
H -2.34 -0.50 -1.48 0.247
H -0.56 -0.34 0.26 0.261
H 1.39 -0.21 1.76 0.282
H 2.92 0.40 1.11 0.214
H 3.62 1.24 3.19 0.228
H 3.80 2.43 1.86 0.229
H 3.62 2.96 4.71 0.221
H 3.70 4.17 3.39 0.218
H 0.09 4.43 3.05 0.222
H 1.66 5.03 2.46 0.216
H 1.67 3.38 0.85 0.227
H 0.09 2.77 1.46 0.249
H 1.54 2.15 5.48 0.220
H 0.00 2.80 4.80 0.225
H 0.00 1.13 3.21 0.248
H 1.52 0.47 3.91 0.232
H 4.03 1.30 -0.48 0.225
H 3.77 2.31 -1.92 0.252
H 3.21 2.88 -0.34 0.197
H -0.12 3.17 -0.95 0.196
H -1.48 4.27 -2.65 0.220
O -0.91 -9.47 -2.76 -0.387
N -1.60 -8.46 -3.08 0.487
O -2.31 -8.43 -4.11 -0.376
C -1.53 -7.32 -2.22 0.085
C -2.28 -6.15 -2.47 -0.193
C -2.21 -5.08 -1.57 -0.200
C -1.38 -5.17 -0.44 -0.254
S -1.61 -3.96 0.91 2.129
C -0.78 -2.42 0.64 -0.981
Cl -0.32 -1.77 2.15 -0.071
O -3.03 -3.69 0.96 -0.951
O -0.97 -4.66 2.01 -0.984
C -0.62 -6.33 -0.21 -0.190
C -0.70 -7.40 -1.09 -0.201
H -2.91 -6.10 -3.36 0.243
H -2.82 -4.19 -1.74 0.243
H -0.01 -2.42 -0.12 0.206
H 0.02 -6.42 0.67 0.256
H -0.13 -8.31 -0.92 0.251
```

---

2 | This record from the OMol25 dataset describes a cluster of 2 separate species, C25H30ClN3O6S in total. The level of theory is the ωB97M-V functional and the def2-TZVPD basis.

Summary:
**Lowest unoccupied orbital energy**: -0.92 eV
**Multiplicity**: 1
**Total charge**: 0

The geometry in XYZ format:
```
66
Properties=species:S:1:pos:R:3:nbo_charge:R:1
C -3.29 -4.84 -4.07 -0.257
O -3.59 -4.15 -2.83 -0.490
C -2.81 -3.13 -2.40 0.363
C -3.05 -2.66 -1.08 -0.275
C -2.25 -1.70 -0.52 -0.139
C -1.12 -1.19 -1.21 -0.066
C -0.18 -0.30 -0.55 -0.026
C 1.14 -0.17 -0.96 -0.298
C 1.90 1.10 -0.79 -0.250
N 1.91 2.06 -2.03 -0.206
C 3.37 2.40 -2.41 -0.237
C 3.39 3.35 -3.57 -0.266
N 2.01 3.73 -3.99 -0.381
C 1.27 2.50 -4.39 -0.265
C 1.19 1.50 -3.26 -0.246
C 1.30 4.35 -2.82 -0.267
C 1.22 3.40 -1.66 -0.239
C 1.89 -1.43 -1.36 0.554
C 3.25 -1.27 -1.99 -0.722
O 1.44 -2.56 -1.15 -0.548
C -0.95 -1.58 -2.56 -0.153
C -1.77 -2.53 -3.16 -0.317
H -3.97 -5.70 -4.08 0.208
H -3.50 -4.20 -4.94 0.181
H -2.24 -5.19 -4.09 0.187
H -3.87 -3.11 -0.52 0.234
H -2.43 -1.34 0.50 0.244
H -0.54 0.28 0.29 0.258
H 1.46 1.69 0.03 0.275
H 2.95 0.92 -0.53 0.216
H 3.82 2.83 -1.51 0.228
H 3.87 1.46 -2.66 0.229
H 3.92 4.27 -3.30 0.222
H 3.89 2.90 -4.44 0.218
H 0.27 2.80 -4.71 0.223
H 1.79 2.07 -5.25 0.217
H 1.68 0.56 -3.53 0.227
H 0.15 1.30 -2.96 0.249
H 1.86 5.26 -2.55 0.221
H 0.30 4.64 -3.16 0.224
H 0.18 3.16 -1.41 0.247
H 1.74 3.78 -0.78 0.233
H 3.95 -0.78 -1.30 0.226
H 3.63 -2.27 -2.23 0.254
H 3.22 -0.70 -2.93 0.200
H -0.14 -1.16 -3.16 0.196
H -1.57 -2.84 -4.19 0.220
O -1.01 -2.23 9.83 -0.381
N -1.71 -2.49 8.82 0.486
O -2.49 -3.47 8.77 -0.383
C -1.61 -1.63 7.68 0.084
C -2.41 -1.88 6.54 -0.190
C -2.34 -1.03 5.44 -0.207
C -1.45 0.06 5.44 -0.229
S -1.46 1.29 4.05 2.104
C -0.70 0.88 2.47 -0.978
Cl -0.23 2.30 1.67 -0.066
O -2.86 1.52 3.75 -0.953
O -0.68 2.34 4.68 -0.992
C -0.70 0.34 6.60 -0.195
C -0.77 -0.50 7.71 -0.201
H -3.08 -2.74 6.55 0.245
H -2.98 -1.20 4.57 0.242
H -0.03 0.03 2.38 0.203
H -0.05 1.21 6.65 0.260
H -0.19 -0.30 8.61 0.248
```

---

Relative stability in eV, measured from the most stable structure: 1 0.000; 2 0.398